No. 1
{"formula": "C16H20N3O2P", "method": "ωB97M-V/def2-TZVPD", "charge": 0, "lumo_ev": -1.855, "smiles": "C#CCCCc1cc([PH2]=N)c(NCCC)c2c1C(=O)NC2=O", "symbols": ["C", "H", "C", "C", "H", "H", "C", "H", "H", "C", "H", "C", "H", "N", "P", "H", "H", "C", "C", "N", "C", "H", "H", "N", "C", "H", "H", "C", "C", "H", "H", "H", "C", "H", "C", "O", "C", "C", "H", "H", "H", "O"], "coordinates": [[3.73, -3.56, 0.95], [-6.35, -0.58, -0.52], [-0.17, 2.06, -0.64], [1.30, -0.63, 0.63], [-5.28, -0.58, -2.16], [-1.74, 0.63, 3.33], [-3.23, 0.44, 0.39], [-5.25, 1.58, 0.19], [5.58, -1.04, -0.53], [4.10, -2.78, -0.48], [1.33, 4.38, -1.26], [-0.93, 1.14, 0.48], [3.17, -2.85, -1.22], [-2.35, 1.58, 0.88], [-1.03, -1.31, 2.49], [-4.25, 1.49, -1.45], [5.02, -3.31, -0.96], [3.57, -0.14, -1.14], [1.32, 1.57, -1.11], [0.77, 3.87, -2.00], [1.72, 2.68, -2.25], [-4.63, -1.40, -0.59], [1.77, -1.59, 1.11], [-1.85, -0.39, 3.57], [3.10, -3.82, 2.21], [3.39, -0.62, -2.20], [-0.05, -2.12, 3.24], [-5.28, -0.49, -0.99], [4.45, -1.17, -0.21], [-2.05, -2.16, 1.85], [-3.54, -0.17, 1.37], [-2.61, -0.31, -0.27], [-0.60, 3.42, -1.44], [4.14, 0.89, -1.34], [-0.21, -0.21, 1.16], [-1.79, 4.01, -1.63], [-4.54, 0.92, -0.47], [2.10, 0.24, -0.54], [-2.56, 2.48, 0.40], [4.37, -0.87, 0.92], [2.48, -3.95, 3.22], [2.65, 2.54, -3.20]], "lowdin_charge": [-0.0932, 0.0795, 0.0255, 0.0248, 0.0778, -0.0467, -0.2735, 0.1139, 0.1148, -0.1975, 0.1486, -0.0843, 0.1226, -0.0388, 0.6908, 0.1094, 0.1055, -0.1858, 0.0190, 0.0476, -0.2327, 0.0728, 0.0590, -0.3631, 0.0219, 0.1275, -0.0010, -0.1386, -0.2111, 0.0012, 0.1124, 0.1193, -0.2159, 0.1301, -0.2302, -0.0063, -0.2156, -0.0668, 0.1022, 0.1237, 0.0553, -0.0040]}

***

No. 2
{"formula": "C16H20N3PdSe4", "method": "ωB97M-V/def2-TZVPD", "charge": -1, "lumo_ev": 2.769, "symbols": ["H", "C", "C", "H", "H", "C", "C", "H", "H", "H", "C", "C", "C", "Se", "H", "N", "C", "H", "H", "C", "H", "C", "C", "H", "C", "H", "Pd", "N", "H", "C", "H", "H", "H", "H", "N", "C", "Se", "Se", "H", "H", "C", "C", "Se", "H"], "coordinates": [[1.66, 3.97, 0.23], [-0.58, -2.29, 0.32], [-0.76, -1.46, -0.81], [-1.87, -3.91, -2.92], [-1.62, 2.59, 0.85], [-1.51, -3.47, -2.00], [-0.37, 0.88, -1.56], [1.24, -1.87, 3.13], [0.59, -3.42, 2.54], [-0.67, 4.08, 0.58], [0.23, 3.23, -1.89], [-0.53, 1.97, -3.75], [-0.07, 3.17, -3.24], [0.94, 1.01, 3.42], [0.05, 4.04, -3.88], [-0.17, -1.68, 1.60], [-1.29, -4.26, -0.89], [2.47, 2.37, 0.03], [-0.77, 1.88, -4.80], [-0.65, 3.07, 1.01], [-0.43, 3.13, 2.08], [0.10, 2.13, -1.07], [-0.83, -3.65, 0.27], [-2.16, -1.14, 2.04], [-1.26, -2.10, -1.97], [-1.48, -1.55, -2.86], [0.33, 0.31, 1.16], [0.40, 2.26, 0.36], [-1.06, -1.19, 3.44], [1.71, 2.93, 0.57], [-0.67, -4.25, 1.16], [-1.47, -5.33, -0.91], [-1.66, -2.71, 2.71], [1.77, -2.47, 1.55], [-0.47, -0.13, -0.64], [0.93, -2.42, 2.24], [3.09, -0.42, 0.06], [3.06, -0.03, 3.74], [0.59, 4.16, -1.47], [1.93, 2.91, 1.63], [-1.34, -1.68, 2.51], [-0.68, 0.85, -2.94], [4.32, 0.54, 1.79], [-1.03, -0.04, -3.41]], "lowdin_charge": [0.0772, -0.1922, -0.2047, 0.0960, 0.0899, -0.1108, -0.2067, -0.0185, 0.0783, 0.0861, -0.0476, -0.1099, -0.1108, 0.0240, 0.0902, -0.3165, -0.1118, 0.0231, 0.0960, -0.0972, 0.0389, -0.1963, -0.0486, 0.0897, -0.0233, 0.0663, 0.6313, -0.3179, 0.0407, -0.1348, 0.1012, 0.0902, 0.0854, 0.0344, -0.0491, -0.1350, -0.1649, -0.1148, 0.1007, 0.0275, -0.0969, -0.0217, -0.2028, 0.0654]}

***

No. 3
{"formula": "C16H20N5O4", "method": "ωB97M-V/def2-TZVPD", "charge": -1, "lumo_ev": 2.554, "symbols": ["H", "C", "C", "C", "H", "C", "C", "C", "O", "H", "H", "H", "N", "H", "H", "N", "H", "H", "H", "C", "H", "H", "C", "H", "H", "C", "H", "O", "H", "C", "H", "C", "C", "H", "C", "C", "O", "H", "C", "N", "O", "N", "N", "C", "H"], "coordinates": [[-0.49, 2.92, 0.09], [-3.08, 3.13, -0.89], [-2.93, 3.86, -4.13], [-0.74, 2.16, -0.65], [-2.88, 2.79, -4.31], [-1.78, 2.72, -1.63], [-5.14, 2.34, 0.24], [4.77, -3.84, 0.12], [-3.34, 4.32, -0.69], [-3.10, 4.37, -5.08], [-3.74, 4.09, -3.45], [3.76, -6.76, 2.68], [-3.89, 2.15, -0.48], [0.18, 1.92, -1.20], [5.52, -4.28, -0.53], [2.67, -4.94, 2.73], [3.71, -0.11, -0.20], [-5.05, 3.21, 0.90], [-5.95, 2.50, -0.46], [2.73, -6.40, 2.59], [0.82, -0.36, 2.97], [2.13, -6.87, 3.38], [1.94, -2.17, 2.56], [1.82, -4.54, 3.11], [-0.33, 4.21, -2.05], [1.60, -0.83, 2.37], [-5.34, 1.46, 0.85], [-0.92, 0.75, 1.26], [-2.05, 1.91, -2.32], [-1.63, 4.35, -3.54], [2.33, -6.72, 1.62], [-1.22, 0.89, 0.06], [3.29, -4.10, 1.81], [-3.53, 1.20, -0.59], [3.55, -2.02, 0.75], [2.23, -0.07, 1.38], [-0.99, 5.23, -4.10], [1.42, -2.72, 3.33], [3.21, -0.67, 0.58], [-1.17, 3.80, -2.42], [-1.93, 0.10, -0.60], [4.48, -2.55, -0.04], [4.20, -4.64, 1.02], [2.91, -2.77, 1.74], [1.93, 0.96, 1.22]], "lowdin_charge": [0.1191, -0.4596, 0.0068, -0.0713, 0.0785, -0.2154, -0.0608, -0.1987, 0.0252, 0.0773, 0.0781, 0.0726, 0.0328, 0.1180, 0.0986, -0.0048, 0.1077, 0.0791, 0.0744, -0.0944, 0.1033, 0.0746, -0.0056, 0.1027, 0.1433, -0.0647, 0.0813, -0.0549, 0.1383, -0.5562, 0.0768, -0.7293, -0.2995, 0.1052, -0.2748, -0.0526, 0.0060, 0.0983, 0.0002, 0.1103, -0.0772, 0.1003, 0.1219, -0.1162, 0.1053]}

***

No. 4
{"formula": "C16H20O5", "method": "ωB97M-V/def2-TZVPD", "charge": 0, "lumo_ev": 0.567, "smiles": "C/C(=C/CC[C@H](CO)c1cc2cc(O)c(O)cc2o1)CO", "symbols": ["C", "H", "C", "C", "O", "C", "H", "H", "H", "C", "H", "O", "H", "H", "H", "O", "C", "C", "C", "H", "C", "H", "H", "H", "H", "H", "C", "O", "C", "O", "C", "H", "H", "H", "C", "C", "H", "C", "H", "C", "H"], "coordinates": [[-3.73, 2.35, 3.62], [-0.47, 1.97, -0.69], [1.64, -1.01, -2.89], [0.01, 0.01, 0.29], [-0.73, 2.06, 4.00], [-2.08, -0.71, 1.71], [-4.39, 1.96, 4.40], [2.71, -0.92, 0.20], [0.44, -0.13, 1.23], [2.77, -1.03, -2.01], [-4.36, 2.52, 2.68], [2.95, -2.30, -6.06], [-2.76, -1.44, 1.69], [-1.21, -1.79, 0.20], [0.72, -1.25, -4.82], [5.22, -2.34, -4.32], [-1.32, -0.75, 0.35], [0.88, -0.52, -0.84], [-2.78, 1.24, 3.32], [-3.33, 3.31, 3.99], [-1.74, 1.18, 4.42], [2.03, -2.02, -6.39], [-1.74, 1.91, 1.18], [5.03, -2.53, -5.26], [-0.31, 1.76, 3.16], [4.83, -1.54, -2.04], [3.97, -1.31, -2.66], [-0.87, 2.26, 1.28], [-2.89, 0.56, 2.08], [0.59, -0.52, -2.22], [2.87, -1.79, -4.78], [-1.42, -1.00, 2.53], [-1.37, 0.21, 4.57], [0.92, 1.99, 0.22], [2.19, -0.85, -0.69], [-0.14, 1.57, 0.29], [-2.01, -0.39, -0.42], [1.66, -1.27, -4.25], [-2.12, 1.49, 5.40], [4.06, -1.79, -3.94], [-3.71, 0.87, 1.44]], "lowdin_charge": [-0.0768, 0.1284, -0.2391, -0.2062, -0.0618, -0.1594, 0.0791, 0.1013, 0.1216, -0.1235, 0.0964, 0.0252, 0.0610, 0.0972, 0.1283, 0.0781, -0.1323, -0.1621, -0.2470, 0.0981, -0.2324, 0.1397, 0.0299, 0.1209, 0.0867, 0.1273, 0.0360, -0.0481, -0.0572, 0.0779, -0.2215, 0.1161, 0.0892, 0.1431, 0.0511, -0.2067, 0.1275, 0.0685, 0.1269, -0.2848, 0.1034]}

***

No. 5
{"formula": "C16H21AsF6N4O5SW", "method": "ωB97M-V/def2-TZVPD", "charge": 3, "spin_multiplicity": 2, "lumo_ev": [-10.962, -10.768], "s2": 0.75, "symbols": ["H", "F", "H", "H", "N", "F", "C", "F", "C", "S", "H", "C", "C", "H", "O", "C", "C", "C", "C", "H", "C", "H", "H", "H", "As", "H", "H", "N", "H", "C", "O", "F", "C", "N", "O", "H", "H", "O", "H", "C", "H", "C", "C", "C", "H", "H", "H", "H", "C", "W", "O", "N", "F", "H", "F"], "coordinates": [[2.62, 7.96, -3.26], [1.48, -3.82, -1.26], [4.36, -1.14, 1.21], [-3.03, 5.52, 0.65], [3.39, -0.82, 1.09], [-0.42, -5.64, -0.07], [1.52, -0.57, -0.49], [-1.13, -4.26, -2.54], [-3.70, 3.63, -0.08], [1.61, 2.76, 0.47], [2.29, 2.63, -2.29], [2.70, 4.65, -2.85], [2.92, -1.11, -0.30], [2.94, 4.40, -3.87], [2.47, 1.60, 0.31], [-1.38, 4.18, 0.39], [-1.07, 2.91, -0.02], [2.34, 3.66, -1.97], [-2.92, -1.47, 0.23], [-4.74, 3.92, -0.11], [2.11, 5.33, -0.21], [3.59, -0.62, -1.01], [-4.64, -2.02, -0.90], [2.92, -2.18, -0.47], [-0.01, -4.64, -1.34], [4.26, 7.33, -3.17], [3.35, 0.20, 1.24], [-3.37, -1.95, 1.36], [-4.02, 1.62, -0.82], [2.04, 4.01, -0.65], [1.15, -0.08, -1.59], [-1.23, 0.44, -2.48], [3.22, 7.06, -3.38], [-2.02, 2.02, -0.43], [-1.89, -0.70, 0.28], [2.82, -1.28, 1.80], [-3.11, -2.70, -1.46], [0.65, -0.62, 0.43], [-3.48, -1.00, -1.78], [-3.32, 2.37, -0.47], [-4.18, -2.55, 1.39], [2.79, 5.99, -2.43], [-2.73, 4.53, 0.34], [2.49, 6.31, -1.10], [1.90, 5.57, 0.83], [3.16, 6.73, -4.41], [-0.61, 4.86, 0.73], [-2.90, -1.75, 2.23], [-3.59, -1.81, -1.05], [-0.71, 0.48, -0.75], [1.33, 3.27, 1.76], [0.12, 2.16, -0.15], [0.66, -5.86, -2.27], [2.56, 7.33, -0.77], [-0.66, -3.28, -0.43]], "lowdin_spin": [0.0000, 0.0001, 0.0000, 0.0000, 0.0007, 0.0000, 0.0315, 0.0000, -0.0004, 0.0033, 0.0000, 0.0001, 0.0026, 0.0000, 0.0020, -0.0009, 0.0105, -0.0004, 0.0064, 0.0001, -0.0001, 0.0001, -0.0001, 0.0013, 0.0000, -0.0001, 0.0000, 0.0115, -0.0001, 0.0006, 0.0123, 0.0448, -0.0001, 0.0078, 0.0363, 0.0000, 0.0001, 0.0001, 0.0000, 0.0018, 0.0003, -0.0007, -0.0007, -0.0001, 0.0000, 0.0000, -0.0002, 0.0003, 0.0002, 0.8339, 0.0022, -0.0075, 0.0000, 0.0000, 0.0005]}

***

No. 6
{"formula": "C16H21AuN2O2Si2", "method": "ωB97M-V/def2-TZVPD", "charge": 0, "spin_multiplicity": 3, "lumo_ev": [-0.733, -1.056], "s2": 2.02, "symbols": ["Si", "H", "H", "C", "H", "H", "C", "H", "C", "H", "H", "H", "C", "H", "C", "N", "H", "C", "H", "C", "O", "H", "C", "Au", "C", "C", "H", "C", "O", "H", "C", "H", "N", "H", "C", "H", "C", "C", "C", "H", "H", "H", "H", "Si"], "coordinates": [[0.34, -1.33, -1.27], [4.52, -3.62, 0.15], [-1.01, -2.37, -3.03], [2.13, -1.37, -0.75], [3.32, 1.86, -3.14], [1.30, 1.89, 1.27], [4.07, -2.66, -0.06], [2.70, 3.38, -2.46], [1.93, 2.44, 0.56], [-1.98, 1.83, 2.35], [0.17, -3.52, -2.37], [2.17, -3.52, -0.53], [3.17, 2.42, -2.21], [-0.62, -1.02, 0.97], [2.74, -2.60, -0.45], [-2.68, 1.18, -0.09], [4.82, 0.63, -0.17], [2.88, -0.19, -0.65], [1.44, 3.41, 0.37], [-3.73, 1.22, 3.45], [-2.26, 0.56, -2.20], [-5.13, 0.08, 0.04], [-3.49, 0.98, 1.09], [-0.05, 0.99, -1.83], [-2.97, 1.39, 2.31], [4.22, -0.27, -0.25], [5.86, -1.54, 0.33], [-4.75, 0.40, 1.00], [-1.63, 1.86, -0.03], [0.70, -2.27, -3.52], [-5.50, 0.24, 2.15], [2.90, 2.62, 1.02], [-3.08, 0.37, -1.28], [-6.49, -0.20, 2.09], [-5.00, 0.65, 3.38], [-0.58, -2.74, 0.51], [0.03, -2.48, -2.68], [-0.78, -1.72, 0.15], [4.82, -1.49, 0.03], [4.16, 2.63, -1.77], [-5.59, 0.53, 4.28], [-1.83, -1.67, -0.15], [-3.33, 1.53, 4.41], [2.11, 1.48, -1.02]], "lowdin_spin": [0.0112, 0.0000, 0.0006, -0.0006, 0.0001, 0.0003, 0.0000, 0.0004, 0.0066, 0.0048, 0.0011, 0.0000, 0.0083, 0.0002, 0.0001, 0.4156, 0.0000, 0.0006, 0.0002, -0.0047, 0.3231, 0.0041, 0.0053, 0.0356, 0.0527, 0.0002, 0.0000, 0.0569, 0.4246, 0.0000, -0.0065, 0.0013, 0.5544, -0.0020, 0.0618, -0.0001, 0.0053, 0.0044, 0.0001, 0.0014, 0.0038, 0.0030, -0.0018, 0.0275]}

***

no.,E_tot (Ha)
1,-1277.1006
2,-10519.6913
3,-1196.5955
4,-997.7581
5,-4516.9768
6,-1596.8307